1.
This record from OMol25 describes C33H52AuGeN4SSi2 as an isolated structure. The level of theory is ωB97M-V/def2-TZVPD.

The geometry in XYZ format:
```
94
Properties=species:S:1:pos:R:3:forces:R:3
Au 0.213445 0.172987 -1.639851 0.0386 0.0517 0.0426
C 4.922591 5.296577 0.860632 0.0012 0.0037 -0.0048
Si 4.038220 4.027504 -0.215190 -0.0193 -0.0024 0.0229
C 5.277016 2.672430 -0.581045 0.0153 0.0104 -0.0193
C 3.493757 4.896418 -1.782067 0.0148 -0.0003 -0.0037
C 2.557011 3.408377 0.775135 0.0420 -0.0062 0.0386
C 2.274142 3.952396 2.020935 0.0012 0.0046 -0.0285
C 1.205968 3.486959 2.780502 -0.0218 -0.0136 0.0072
C 0.451848 2.457124 2.252009 0.0158 0.0151 0.0091
N 0.684640 1.905025 1.063177 0.0229 0.0064 0.0203
C 1.699861 2.371042 0.327988 0.0015 -0.0674 -0.0384
S 2.002048 1.646330 -1.246768 -0.0311 -0.0046 0.0338
H 5.791462 5.681755 0.320690 -0.0010 0.0008 0.0002
H 5.283191 4.855619 1.793084 -0.0033 0.0003 0.0007
H 4.285148 6.148563 1.108066 0.0005 0.0012 0.0015
H 6.222025 3.123876 -0.897003 0.0046 -0.0171 -0.0074
H 4.925906 2.008570 -1.369953 0.0006 -0.0021 0.0012
H 5.475707 2.067680 0.306891 -0.0047 -0.0043 0.0317
H 4.361276 5.265419 -2.336014 -0.0003 -0.0004 0.0046
H 2.855883 5.751044 -1.544603 -0.0032 -0.0006 -0.0011
H 2.933542 4.218480 -2.425397 -0.0027 0.0008 -0.0011
H 2.894211 4.750115 2.413921 0.0063 -0.0078 0.0066
H 0.972173 3.903740 3.750980 0.0026 -0.0023 0.0017
H -0.385461 2.042619 2.806720 -0.0111 0.0027 -0.0055
C -0.810677 -1.673564 0.945765 0.0060 -0.0053 0.0134
Si -2.177401 -1.411767 -0.333764 -0.0110 0.0252 -0.0184
C -3.215439 0.100975 0.279477 -0.0121 -0.0008 -0.0051
C -4.686004 0.074536 -0.151975 0.0032 -0.0069 -0.0002
C -2.597832 1.404215 -0.241805 0.0192 -0.0133 0.0029
C -3.179241 0.156484 1.814384 0.0013 0.0020 -0.0003
C -3.210988 -3.047689 -0.294561 0.0106 -0.0067 0.0047
C -4.275659 -3.106876 -1.393358 -0.0016 0.0040 -0.0025
C -2.234319 -4.207430 -0.541726 0.0000 -0.0009 0.0029
C -3.883640 -3.289708 1.061078 -0.0044 -0.0009 -0.0037
H -1.173279 -2.072412 1.897403 0.0042 0.0026 -0.0002
H -0.297707 -0.727126 1.139498 -0.0072 0.0097 0.0035
H -0.062430 -2.363609 0.547307 0.0001 -0.0014 -0.0019
H -4.797748 0.022690 -1.234709 -0.0011 -0.0023 0.0126
H -5.179377 0.995349 0.184845 0.0008 0.0004 0.0013
H -5.232318 -0.762848 0.285144 -0.0036 -0.0037 0.0009
H -2.625744 1.459315 -1.332505 -0.0063 -0.0008 -0.0054
H -1.555696 1.515342 0.067250 -0.0169 -0.0015 -0.0133
H -3.161081 2.260266 0.153841 -0.0064 0.0035 -0.0005
H -3.580183 -0.749651 2.274884 0.0018 0.0065 -0.0010
H -3.782914 1.003038 2.165548 -0.0018 0.0006 -0.0002
H -2.162506 0.297867 2.184239 0.0027 -0.0047 0.0055
H -3.834482 -2.966529 -2.381628 0.0005 0.0020 0.0053
H -5.053027 -2.353183 -1.264587 0.0008 0.0039 0.0030
H -4.764461 -4.090117 -1.388602 -0.0007 0.0008 -0.0009
H -1.734965 -4.116222 -1.508984 -0.0007 -0.0012 -0.0012
H -2.779612 -5.159825 -0.539462 0.0000 0.0000 -0.0003
H -1.464797 -4.264514 0.230724 -0.0006 -0.0015 -0.0008
H -4.654402 -2.548787 1.279824 0.0006 -0.0002 -0.0011
H -3.162162 -3.274132 1.881257 0.0013 -0.0012 0.0011
H -4.367067 -4.275473 1.067894 -0.0007 0.0001 0.0002
C -2.167364 -2.524847 -4.766099 0.0030 -0.0105 0.0073
Ge -2.150554 -0.853374 -3.714885 -0.0119 -0.0051 -0.0029
C -1.112372 0.418425 -4.797915 -0.0018 0.0100 0.0083
C -3.987471 -0.138711 -3.750121 0.0010 0.0042 -0.0109
C -1.342394 -1.192399 -1.980484 0.0041 -0.0312 -0.0014
H -2.585434 -2.352720 -5.760197 0.0011 0.0031 -0.0014
H -2.747741 -3.310951 -4.280718 0.0019 0.0073 -0.0026
H -1.144306 -2.888188 -4.885108 -0.0018 -0.0003 -0.0016
H -1.545619 0.523290 -5.796014 -0.0016 -0.0009 0.0016
H -0.080232 0.078166 -4.894741 -0.0002 -0.0033 0.0021
H -1.092853 1.397325 -4.315913 0.0012 -0.0001 -0.0027
H -4.272350 0.023258 -4.792363 0.0021 -0.0020 -0.0013
H -4.045891 0.819467 -3.232107 -0.0056 0.0022 -0.0041
H -4.707914 -0.822182 -3.300780 0.0027 -0.0065 -0.0014
H -0.824132 -2.153201 -2.128579 0.0031 -0.0010 -0.0057
N 3.836975 -0.556082 0.627130 -0.0591 0.0534 0.0237
C 4.259141 -0.280006 1.905791 -0.0154 0.0108 -0.0019
C 3.772693 0.580323 2.886833 0.0189 -0.0030 -0.0270
C 4.457258 0.601146 4.085801 -0.0044 0.0070 0.0008
C 5.584439 -0.210089 4.304592 -0.0015 0.0008 0.0028
C 6.054573 -1.066949 3.330060 0.0001 -0.0044 -0.0040
C 5.379880 -1.100838 2.108414 0.0005 0.0122 0.0083
N 5.627903 -1.851805 0.975422 -0.0087 0.0087 -0.0033
C 4.695531 -1.492537 0.128019 -0.0049 -0.0136 -0.0256
C 4.545478 -2.051424 -1.222389 -0.0144 0.0016 -0.0038
C 5.537954 -2.864685 -1.757848 0.0078 -0.0198 -0.0174
C 5.353878 -3.381845 -3.028030 0.0090 0.0004 0.0158
N 4.277341 -3.150323 -3.779862 -0.0182 0.0060 0.0028
C 3.333396 -2.371722 -3.254060 0.0056 -0.0085 -0.0206
C 3.416207 -1.804286 -1.992261 0.0760 0.0465 0.0532
H 3.129634 -0.038657 0.102634 0.0491 -0.0258 -0.0078
H 2.897973 1.194140 2.719505 -0.0074 0.0321 -0.0089
H 4.114417 1.254399 4.878592 -0.0013 0.0016 -0.0041
H 6.088598 -0.161545 5.261818 -0.0014 -0.0001 -0.0006
H 6.918325 -1.697609 3.496399 -0.0006 -0.0007 -0.0047
H 6.427408 -3.082299 -1.183334 -0.0023 0.0050 0.0044
H 6.113723 -4.018770 -3.468978 -0.0007 0.0018 -0.0015
H 2.458499 -2.188062 -3.868427 -0.0001 0.0014 0.0046
H 2.613517 -1.175447 -1.627502 -0.0714 -0.0561 -0.0816
```
Forces are in eV/Å.

## Properties
- net charge = -1
- gap between HOMO and LUMO (eV) = 7.74
- ΔE to the lowest compared entry with this formula, charge and spin (kcal per mole) = 0.00
- HOMO (eV) = -5.2
- LUMO energy (eV) = 2.5

These are the Mulliken partial charges, in e, on atoms 1 to 2: atom 1 (Au): 0.10, atom 2 (C): -1.21

2.
This record from OMol25 describes C33H52BCsN6Te4 as an isolated structure. The level of theory is ωB97M-V/def2-TZVPD.

The geometry in XYZ format:
```
97
Properties=species:S:1:pos:R:3:forces:R:3
Cs -0.511621 -0.870482 0.498070 -0.1635 0.4598 -0.5288
C -1.372482 4.131034 -1.590709 -0.0609 -0.0570 -0.0206
C -1.435115 3.949799 -0.097986 0.3834 0.2237 -0.0141
C -0.443075 4.504679 0.712475 -0.4238 -0.2041 -0.0522
C -0.463688 4.298133 2.088690 0.2988 0.2756 0.0355
C 0.672670 4.823410 2.930596 -0.0723 -0.0493 -0.0169
C -1.507066 3.588519 2.658888 -0.2953 -0.2470 -0.1865
C -2.533550 3.053056 1.873220 0.4640 0.3014 0.0018
C -3.685349 2.353297 2.509383 -0.2768 -0.1188 0.0926
C -2.454756 3.221655 0.493126 -0.3074 -0.1349 0.1593
H -0.517065 3.596660 -2.009602 -0.1012 -0.0229 -0.0291
H -1.266966 5.186086 -1.852213 0.0276 -0.0095 -0.0218
H -2.270920 3.746078 -2.072900 -0.0050 0.0036 0.0034
H 0.355736 5.079510 0.256952 0.0141 -0.0237 0.0618
H 1.562129 4.209412 2.771000 -0.0041 0.0704 0.0900
H 0.432178 4.799787 3.993490 -0.0228 -0.0179 0.0001
H 0.922285 5.850615 2.658436 0.0304 -0.0040 -0.0102
H -1.534015 3.416628 3.729746 0.0461 0.0648 0.0264
H -4.347213 3.064117 3.012988 0.0088 0.0455 -0.0552
H -3.365076 1.635482 3.265063 0.0644 -0.0119 0.0032
H -4.274618 1.803763 1.776256 -0.0209 -0.0061 0.0144
H -3.228383 2.778035 -0.126582 0.0178 0.0252 -0.0257
C 3.548072 0.303639 -5.221469 -0.1037 -0.1522 0.1557
C 3.239909 0.762916 -3.832532 -0.0142 0.3043 0.1299
C 3.547323 1.993380 -3.290503 0.0444 -0.0468 0.0170
C 3.003537 1.959362 -1.989922 0.0424 0.1328 -0.3320
N 2.398702 0.806498 -1.776665 -0.1400 0.0416 0.3352
N 2.546679 0.068856 -2.893521 0.1419 -0.0858 -0.4055
B 2.182913 -1.441710 -2.989855 -0.1674 0.1921 0.3525
N 2.666883 -2.186355 -1.721961 0.1708 -0.2771 -0.3209
N 2.373866 -1.850161 -0.451129 -0.2381 0.1191 0.5135
C 3.056485 -2.664940 0.342186 0.1224 -0.2476 -0.2754
C 3.809165 -3.565068 -0.434728 0.0906 0.0567 -0.0986
C 3.538557 -3.224347 -1.743183 0.0614 -0.0866 0.2958
C 4.099479 -3.878096 -2.965160 -0.1296 0.1320 -0.0257
C 3.005688 -2.586467 1.852184 -0.0830 0.1348 0.1124
C 3.528875 -1.217459 2.309186 -0.0320 -0.0542 -0.0474
C 1.568091 -2.768251 2.349711 0.2953 -0.1744 -0.0233
C 3.868421 -3.692958 2.462577 -0.0307 0.0252 -0.0732
N 0.707442 -1.709004 -3.394389 0.2632 -0.1553 -0.2875
N -0.392398 -1.401711 -2.669682 -0.3850 0.1618 0.3933
C -1.449355 -1.813734 -3.360394 0.1632 -0.1197 -0.2469
C -1.023477 -2.395773 -4.572279 0.0344 0.0667 0.0197
C 0.348864 -2.315251 -4.554285 -0.3183 -0.0486 -0.0576
C 1.265736 -2.819559 -5.624059 0.0878 0.0659 0.1646
C -2.906862 -1.710089 -2.950769 -0.0071 0.1284 0.0184
C -3.516054 -3.119487 -2.966256 0.0470 0.0527 -0.0267
C -3.633691 -0.824110 -3.975432 0.0637 -0.0005 0.0278
C -3.105081 -1.109366 -1.560392 0.2474 -0.1386 -0.2198
C 3.090584 3.057427 -0.961594 0.0204 0.0078 0.1355
C 4.571012 3.355983 -0.677271 -0.0838 -0.0207 -0.0079
C 2.423957 4.325176 -1.513176 0.0399 -0.0527 0.0124
C 2.409814 2.632653 0.336358 0.0148 -0.0629 -0.0124
H 4.192559 1.038843 -5.703172 -0.0126 0.0114 -0.0105
H 4.050181 -0.663945 -5.231900 -0.0084 -0.0117 -0.0234
H 2.630981 0.212041 -5.807170 0.0222 -0.0500 -0.0553
H 4.101227 2.788031 -3.766192 -0.0127 -0.0054 -0.0307
H 2.831828 -1.880630 -3.887928 0.0585 -0.0094 -0.1253
H 4.463975 -4.356643 -0.110396 -0.0237 -0.0145 0.0168
H 4.746987 -4.699301 -2.658571 -0.0058 -0.0116 0.0098
H 3.307854 -4.282748 -3.597461 0.0386 -0.0145 -0.0286
H 4.686193 -3.179189 -3.564816 -0.0153 -0.0268 -0.0318
H 2.918820 -0.423581 1.874283 0.0465 0.0253 -0.0066
H 3.487308 -1.134785 3.399225 -0.0089 -0.0048 0.0047
H 4.562176 -1.067949 1.986052 -0.0035 0.0241 -0.0162
H 0.948446 -1.967016 1.966584 0.3692 -0.3461 0.5598
H 1.148722 -3.712123 1.998685 -0.0770 0.0544 -0.0204
H 1.528288 -2.754106 3.441491 -0.0258 0.0502 -0.0008
H 4.909049 -3.613584 2.138699 0.0068 -0.0014 0.0051
H 3.840846 -3.629335 3.552730 -0.0126 0.0196 0.0085
H 3.483942 -4.671799 2.170040 0.0424 -0.0203 0.0159
H -1.628507 -2.822195 -5.356220 0.0063 -0.0370 0.0094
H 0.664393 -3.281755 -6.406636 -0.0156 -0.0024 -0.0034
H 1.851817 -2.015344 -6.069674 0.0567 -0.0161 -0.0192
H 1.962512 -3.565664 -5.240622 0.0156 0.0119 -0.0429
H -3.380977 -3.597438 -3.938738 -0.0289 0.0166 -0.0256
H -3.034485 -3.739150 -2.210108 -0.0548 -0.0590 0.0230
H -4.585843 -3.078358 -2.744231 0.0019 0.0319 0.0230
H -3.515325 -1.213721 -4.988552 -0.0096 0.0041 -0.0097
H -4.701881 -0.773704 -3.747029 0.0024 -0.0088 0.0275
H -3.224786 0.189211 -3.949180 -0.0175 0.0115 -0.0470
H -2.593145 -1.717518 -0.814643 -0.4064 -0.1507 -0.1083
H -2.710950 -0.092145 -1.520849 -0.0036 0.1252 0.0102
H -4.165952 -1.087647 -1.309540 0.0195 0.0089 0.0799
H 5.077305 3.706153 -1.578964 0.0249 -0.0222 -0.0106
H 4.667532 4.128505 0.091692 -0.0100 -0.0002 0.0056
H 5.074190 2.451619 -0.331369 0.0292 0.0142 0.0147
H 2.920721 4.655138 -2.427560 0.0062 0.0020 -0.0258
H 1.377202 4.131760 -1.750400 0.1153 0.0500 0.0329
H 2.474654 5.140590 -0.784504 0.0066 -0.0103 0.0070
H 2.859710 1.716698 0.722505 -0.0093 -0.0028 -0.0144
H 2.508741 3.420501 1.089025 0.0071 -0.0267 -0.0788
H 1.349807 2.438832 0.171633 -0.0071 -0.0145 0.0343
Te -1.347205 -4.632264 0.015857 0.0626 -0.0829 0.0775
Te -1.776935 -5.075452 2.654059 0.1650 0.0439 -0.0397
Te -4.074019 -3.783598 3.269271 -0.1454 0.1831 -0.0841
Te -3.693984 -1.137513 2.721016 -0.0085 -0.1990 0.1435
```
Forces are in eV/Å.

## Properties
- net charge = -2
- gap between HOMO and LUMO (eV) = 4.36
- ΔE to the lowest compared entry with this formula, charge and spin (kcal per mole) = 22.34
- HOMO (eV) = -0.8
- LUMO energy (eV) = 3.6

These are the Mulliken partial charges, in e, on atoms 1 to 2: atom 1 (Cs): 0.55, atom 2 (C): -1.50

Number 2 is which compound? C33H52BCsN6Te4